1.
Here is a structure of composition C44H69Ge2HgO2Te from OMol25. Energies are from the ωB97M-V functional and the def2-TZVPD basis.

Structure (ORCA input):
```
! RIJCOSX wB97M-V def2-TZVPD def2/J DEFGRID3
* xyz -2 2
C -0.57 -4.24 -0.66
H -2.18 3.04 -4.08
C 0.04 6.34 4.82
C 6.11 -2.87 3.35
H -1.28 4.44 -3.44
H -4.29 -1.00 -4.56
H 0.00 -5.36 -2.45
H -2.63 -1.89 -5.84
Hg -0.53 -0.26 -0.10
H 3.64 -0.57 3.41
H -2.18 2.61 -0.36
H 7.05 -3.12 3.84
H -3.73 -2.78 3.04
H 2.36 -0.96 4.92
H -4.52 -2.87 -1.24
C 1.56 -0.22 4.81
H -1.45 2.04 5.19
H 3.37 -3.40 -3.35
H -0.17 0.22 3.62
C -0.60 5.26 1.25
C -1.07 -0.77 -3.82
H -4.42 -1.17 2.63
C -1.67 -1.48 -6.15
H -2.43 -3.84 -3.01
C 3.77 1.74 2.14
H -0.32 7.90 6.28
C -1.16 1.13 -2.49
H -1.82 -0.42 -6.40
O -2.56 -0.49 1.12
Ge 1.37 -0.16 1.74
H -0.25 -3.29 -3.68
C -0.48 0.49 -3.54
C 2.38 -1.87 1.38
C 3.66 -2.23 2.07
H -1.60 -4.09 -0.98
H -3.11 -3.19 -4.51
H 4.15 2.73 1.86
H -3.13 -1.31 3.84
C -0.61 -1.60 -5.04
H 0.38 4.10 -1.57
C 1.74 -2.79 0.65
C 1.84 -2.37 -2.18
H 0.61 -3.40 -5.22
C -2.11 -0.96 -2.87
H -4.19 -1.18 -0.88
Te -1.59 2.27 2.42
H 4.10 -3.93 0.84
H 1.83 -4.26 -3.29
H -2.91 -2.35 -0.70
H -0.57 -6.36 -1.12
H 6.19 -4.52 1.97
C 2.51 -3.64 -2.71
H 4.52 1.01 1.82
H -0.35 6.26 0.88
H -1.24 3.02 6.65
H -2.97 0.44 -1.39
H 0.94 -0.29 5.71
C -3.25 -3.26 -3.43
H -2.15 4.17 -1.18
H 0.37 0.92 -4.06
H 0.29 -1.46 3.55
C 0.28 3.01 -1.65
C -3.36 -1.87 -2.79
C 5.38 -1.76 3.74
H 2.58 -1.75 -1.67
H 2.50 1.59 0.40
C -0.51 5.19 2.75
H 2.03 0.77 4.82
H -0.08 5.13 6.58
C -3.52 -1.72 2.90
C 5.63 -3.66 2.31
Ge 0.41 -2.53 -0.79
C 0.01 -5.47 -1.36
H -1.61 4.99 0.91
H 1.48 -1.00 -4.88
C -1.08 2.63 -2.25
H -5.45 -1.73 -3.43
H 1.70 2.27 1.79
H -3.19 2.87 -1.79
H 1.01 -1.62 -6.47
H -0.43 3.12 -4.27
H 0.60 8.42 4.87
H 1.09 2.63 -2.29
H -1.11 -3.75 -5.15
C 2.41 1.50 1.49
H 2.90 -4.27 -1.89
H 0.11 7.24 2.88
C -3.76 -2.08 -1.32
H 0.07 4.54 0.79
H 0.54 0.01 -5.98
C -0.21 5.16 5.49
H -1.35 -2.01 -7.05
H -4.18 -3.81 -3.25
C 0.68 -1.01 -5.62
H 2.11 -3.82 0.69
H -0.61 -4.38 0.42
C -2.22 3.09 -1.33
H 3.72 1.71 3.23
C -0.62 4.00 4.83
C -1.25 3.35 -3.59
H 1.37 7.44 6.12
C -0.81 2.76 5.68
C -0.80 4.00 3.43
H 1.05 -5.66 -1.07
C -4.52 -1.15 -3.50
H 0.15 2.27 5.86
C -0.33 -3.10 -4.75
C 0.69 -0.44 3.57
C 0.45 7.59 5.56
C -2.45 -1.54 1.84
H 5.75 -1.12 4.53
C -2.15 0.21 -2.05
H 1.45 -1.78 -3.01
C 4.19 -1.44 3.10
O -1.54 -2.39 1.75
C 4.43 -3.33 1.67
H -4.68 -0.16 -3.06
H 0.39 2.58 -0.66
C -0.10 6.33 3.44
*
```

The HOMO-LUMO gap (spin up / spin down) is 5.2 / 4.9 eV. For the energy above the lowest of the compared OMol25 structures with the same formula, charge and spin, the calculation gives 0.037 eV.



2.
Here is the molecule C15H19N3O4 from OMol25. Energies are from the ωB97M-V functional and the def2-TZVPD basis.

Structure (ORCA input):
```
! RIJCOSX wB97M-V def2-TZVPD def2/J DEFGRID3
* xyz 0 1
H -1.07 2.46 1.15
H -0.66 1.51 -2.96
H 0.16 -0.77 -2.37
H 1.21 -3.65 2.18
C -2.00 -0.20 0.16
C 3.90 -1.56 2.06
H -1.88 -1.60 -1.44
H -2.25 -1.10 0.73
C 4.92 -2.48 2.46
O -2.17 2.51 -1.07
O 1.59 -1.12 1.46
N -4.04 3.32 -2.32
H -5.02 3.14 -0.53
H -4.84 1.69 -1.40
C -2.68 3.23 -2.13
C -1.74 -0.53 -1.30
H -2.83 0.51 0.30
C 3.26 -4.24 2.54
H 0.58 2.06 0.69
H -4.31 3.92 -3.10
H 4.22 -0.53 1.84
C 2.26 -3.36 2.19
C -0.76 2.36 -0.94
O -1.99 3.80 -2.96
C 1.33 -1.03 0.13
H -0.46 0.10 1.71
H 5.38 -4.51 2.98
C 4.59 -3.81 2.69
H -2.42 0.05 -1.95
C -0.17 1.34 -1.99
C 2.56 -2.00 1.89
H 3.02 -5.24 2.80
H 0.91 1.55 -2.10
C -0.31 -0.14 -1.62
H 5.93 -2.10 2.64
C -0.47 1.87 0.46
O 1.96 -1.60 -0.77
C -0.64 0.36 0.68
H -0.27 3.33 -1.05
N 0.24 -0.25 -0.27
N -5.02 2.71 -1.46
*
```

The HOMO-LUMO gap is 9.7 eV. Its structure (SMILES) is NNC(=O)O[C@H]1C[C@H]2CC[C@@H](C1)N2C(=O)Oc1ccccc1. For the energy above the lowest of the compared OMol25 structures with the same formula, charge and spin, the calculation gives 1.673 eV.



3.
Here is a cluster of 2 separate species, C5H11N4 in total from OMol25. Energies are from the ωB97M-V functional and the def2-TZVPD basis.

Structure (ORCA input):
```
! RIJCOSX wB97M-V def2-TZVPD def2/J DEFGRID3
* xyz 1 1
H 0.42 -0.94 0.61
H -0.76 1.51 -1.17
C 0.37 -0.59 1.66
H 1.56 -0.78 -4.44
C -0.13 0.80 1.52
H 0.18 0.02 -4.18
H 1.31 -0.59 2.25
N -0.60 -1.20 2.55
C -1.50 -0.32 2.89
H 0.20 1.63 -2.64
H 0.45 1.61 1.07
N 1.15 -0.66 -2.50
H -2.29 -0.50 3.58
N 0.06 1.25 -1.67
C 0.54 -0.10 -1.47
H 1.31 -1.69 -2.32
C -1.27 0.98 2.37
H -1.68 1.86 2.77
N 1.13 -0.17 -3.81
H -0.46 -2.13 2.94
*
```

The HOMO-LUMO gap is 7.1 eV. For the energy above the lowest of the compared OMol25 structures with the same formula, charge and spin, the calculation gives 3.904 eV.



Result set for total energy: -6443.732549, -1048.214198, -415.779764 a.u., one per record in the order listed.
Result set for max |F|: 0.98, 4.56, 4.64 eV/Å, one per record in the order listed.
Result set for M: 1103.44, 305.33, 127.17 g mol⁻¹, one per record in the order listed.